{
  "formula": "C24H91N31O22",
  "method": "ωB97M-V/def2-TZVPD",
  "elements": ["O", "H", "H", "O", "H", "H", "O", "H", "H", "O", "H", "H", "O", "H", "H", "O", "H", "H", "C", "C", "C", "C", "C", "C", "N", "O", "C", "C", "C", "H", "H", "H", "H", "H", "H", "H", "H", "H", "H", "H", "H", "H", "H", "H", "H", "H", "H", "H", "C", "O", "N", "N", "H", "H", "H", "H", "C", "O", "N", "N", "H", "H", "H", "H", "C", "O", "N", "N", "H", "H", "H", "H", "C", "O", "N", "N", "H", "H", "H", "H", "C", "O", "N", "N", "H", "H", "H", "H", "C", "O", "N", "N", "H", "H", "H", "H", "C", "O", "N", "N", "H", "H", "H", "H", "C", "O", "N", "N", "H", "H", "H", "H", "C", "O", "N", "N", "H", "H", "H", "H", "C", "O", "N", "N", "H", "H", "H", "H", "C", "O", "N", "N", "H", "H", "H", "H", "C", "O", "N", "N", "H", "H", "H", "H", "C", "O", "N", "N", "H", "H", "H", "H", "C", "O", "N", "N", "H", "H", "H", "H", "C", "O", "N", "N", "H", "H", "H", "H"],
  "positions_angstrom": [[-14.203036, -12.345172, 3.263998], [-14.107260, -12.269456, 2.300819], [-13.589934, -13.080280, 3.364709], [-26.193266, -11.197538, 1.875124], [-26.541553, -10.323158, 1.800030], [-25.364513, -11.201736, 1.345134], [-16.203092, -11.485479, -0.668141], [-15.909908, -11.890784, -1.467835], [-17.210218, -11.598011, -0.561141], [-21.119994, -9.409097, -2.334357], [-21.620349, -10.198319, -2.133549], [-20.418012, -9.276476, -1.703600], [-14.053316, -12.211133, 0.495753], [-14.898825, -11.902590, 0.138620], [-13.393547, -11.514068, 0.494797], [-24.035332, -7.493894, 3.046133], [-24.022504, -8.132161, 3.827555], [-23.141969, -7.123177, 2.943226], [-22.878108, -4.947053, -2.187833], [-23.747098, -4.931028, -0.995823], [-23.255783, -5.953437, 0.061990], [-21.864722, -5.721614, 0.694965], [-21.880260, -4.361334, 1.373292], [-22.379799, -3.258861, 0.429625], [-23.683689, -3.646972, -0.194663], [-24.166921, -2.603065, -0.981450], [-22.647460, -1.964187, 1.212449], [-21.175505, -2.990887, -0.566583], [-25.228022, -5.196509, -1.302912], [-22.582575, -3.922143, -2.601046], [-23.323274, -5.549417, -2.988351], [-21.906328, -5.247530, -1.896041], [-23.929312, -5.788928, 0.975692], [-23.411905, -6.974274, -0.248491], [-21.137063, -5.710987, -0.119464], [-21.613621, -6.530536, 1.392109], [-20.953016, -4.166335, 1.750930], [-22.607773, -4.492841, 2.188422], [-21.682600, -1.676382, 1.700523], [-23.066596, -1.107704, 0.586283], [-23.387887, -2.140289, 1.985006], [-20.575353, -3.803866, -0.930045], [-21.569589, -2.372155, -1.411764], [-20.485490, -2.446003, 0.071862], [-25.692922, -5.302178, -0.325391], [-25.465313, -6.187908, -1.826821], [-25.661482, -4.309965, -1.764995], [-23.697150, -2.348758, -1.766314], [-21.327514, -15.487574, 1.651431], [-20.379687, -15.820397, 2.397449], [-22.037563, -16.364336, 0.890757], [-21.757822, -14.207005, 1.662173], [-21.932894, -17.307747, 1.117922], [-22.867625, -15.953730, 0.513800], [-22.581068, -13.944353, 1.084198], [-21.099464, -13.495656, 1.869405], [-30.155877, -13.330299, -4.551078], [-29.919640, -13.633583, -5.734921], [-30.991369, -14.086166, -3.783515], [-29.577227, -12.159991, -4.059374], [-31.548953, -14.656298, -4.372744], [-31.385490, -13.829955, -2.893803], [-28.924147, -11.680998, -4.638341], [-29.324758, -12.094345, -3.072538], [-25.022602, -13.924145, -0.130992], [-24.517663, -13.969187, 1.015876], [-24.995911, -12.800360, -0.896630], [-25.499744, -14.972599, -0.760041], [-25.175671, -12.934922, -1.854508], [-24.325032, -12.107262, -0.591961], [-25.703574, -15.798040, -0.286650], [-25.886432, -14.940171, -1.729502], [-18.469987, -12.224137, 2.708955], [-19.602186, -11.792259, 2.435967], [-17.421304, -11.414273, 2.973905], [-18.265588, -13.560415, 2.834300], [-17.532120, -10.460511, 2.707024], [-16.485903, -11.690606, 3.024203], [-17.385055, -13.941877, 3.229121], [-19.067409, -14.120092, 3.023562], [-22.957165, -11.666914, -3.949144], [-22.869573, -11.584847, -2.703725], [-22.164190, -10.911669, -4.716749], [-23.887002, -12.488738, -4.553912], [-21.727007, -10.157625, -4.230129], [-22.412995, -10.781648, -5.680201], [-24.611693, -13.007274, -4.037050], [-24.076637, -12.418274, -5.535986], [-28.965946, -12.349751, -0.388811], [-29.639683, -12.894942, -1.280639], [-27.946298, -12.996710, 0.274780], [-29.242016, -11.098915, -0.030362], [-27.213669, -12.486566, 0.671643], [-27.691980, -13.853381, -0.095984], [-28.746794, -10.637968, 0.711124], [-30.123887, -10.723568, -0.367705], [-24.474997, -10.537694, 5.384307], [-23.729612, -9.569967, 5.007982], [-25.650753, -10.824265, 4.769775], [-24.207626, -11.175226, 6.543543], [-26.010864, -11.732723, 4.947127], [-25.691060, -10.524452, 3.841580], [-23.320726, -11.011744, 6.983295], [-24.651794, -12.103653, 6.727605], [-26.925771, -14.725540, -3.743384], [-25.913184, -14.171733, -3.316619], [-26.994637, -15.233604, -5.043817], [-28.049845, -14.876869, -3.012663], [-26.151343, -15.096227, -5.589767], [-27.858784, -15.170321, -5.456545], [-28.244117, -14.238136, -2.253591], [-28.711840, -15.485751, -3.438589], [-25.525931, -8.671270, -2.341470], [-25.759313, -8.289744, -3.468380], [-26.490517, -8.817036, -1.380482], [-24.295913, -8.965008, -1.884584], [-26.281350, -9.349845, -0.558821], [-27.382647, -8.402744, -1.497902], [-23.627737, -9.196990, -2.583070], [-24.008647, -9.352325, -1.003576], [-27.694559, -7.847820, 1.812475], [-28.002500, -8.943705, 1.302248], [-26.479827, -7.328385, 1.934676], [-28.729498, -7.009581, 2.179600], [-26.348865, -6.532207, 2.488177], [-25.684817, -7.896259, 1.887386], [-29.638760, -7.423173, 2.330355], [-28.502667, -6.261202, 2.820352], [-25.231058, -13.815979, 4.531973], [-25.686981, -13.867044, 5.673828], [-23.975643, -14.379854, 4.249534], [-25.910687, -13.415323, 3.423925], [-23.611855, -15.072003, 4.908764], [-23.883058, -14.746914, 3.291936], [-25.511747, -13.665281, 2.539534], [-26.822696, -13.063519, 3.527225], [-24.218570, -9.247696, -6.545588], [-23.618997, -10.031606, -7.334545], [-25.489808, -9.536157, -6.138625], [-23.611423, -8.061527, -6.247777], [-25.778802, -9.131675, -5.260669], [-25.683254, -10.497498, -6.296696], [-23.951992, -7.550967, -5.459694], [-22.603950, -8.119561, -6.579658], [-26.573312, -12.418396, -7.579113], [-26.001520, -13.195526, -6.844941], [-27.899790, -12.273646, -7.461545], [-25.990655, -11.748236, -8.611215], [-28.341297, -12.788552, -6.715037], [-28.375193, -11.692626, -8.150940], [-26.505507, -10.964009, -8.926404], [-24.988539, -11.639051, -8.542974], [-22.763144, -10.734387, 1.020643], [-23.862742, -10.515750, 0.444120], [-22.667146, -10.334936, 2.374223], [-21.683313, -11.172743, 0.409363], [-23.511947, -10.103792, 2.839810], [-21.881854, -10.476743, 2.954886], [-20.758389, -11.182657, 0.945392], [-21.843116, -11.650454, -0.463274], [-19.427729, -13.199054, -1.066281], [-18.989311, -12.059866, -0.901802], [-19.130694, -14.331748, -0.256962], [-20.351581, -13.403813, -2.015581], [-18.752184, -14.120570, 0.632965], [-19.871739, -15.025178, -0.296371], [-20.784329, -12.638427, -2.536289], [-20.553137, -14.264820, -2.436001]],
  "forces_ev_per_angstrom": [[0.2636, -0.3327, -0.1289], [-0.5035, 0.4031, -0.5709], [-0.0478, -0.1536, 0.7263], [0.7098, -1.0105, -0.1928], [-0.7277, 1.2442, -0.4531], [-0.2019, 0.2629, 0.2428], [-2.0146, 0.6311, 1.1560], [-0.2520, -0.4717, -1.0277], [1.6317, -0.1393, -0.5998], [-0.0434, 0.9298, -0.8729], [-0.1915, -0.6881, 0.3976], [0.1720, -0.2854, 0.3629], [1.1726, -0.7362, 0.7321], [-0.4174, 0.5328, -0.0654], [-0.2333, 0.2147, -0.3157], [0.2273, -0.4807, 0.9639], [0.3861, 0.7787, -0.9034], [-0.4860, -0.4576, 0.2190], [0.6512, 1.7885, -1.8997], [-0.1243, 0.0119, 2.3426], [-0.9742, 0.3072, 2.2046], [-0.4943, 0.2039, -1.5087], [-3.4492, -1.2680, -0.6934], [0.6731, -0.2021, -0.9121], [0.6906, -0.6490, -0.7635], [-1.8741, 0.9709, 1.0498], [0.4157, 0.8820, -0.3372], [-1.3498, 1.2961, 0.4224], [-0.1272, -0.9423, 0.3880], [-1.1298, -1.0754, 0.2420], [0.4471, 0.0512, 0.1383], [0.9530, -1.0932, -0.1123], [0.3432, -0.4141, -1.3306], [0.0647, -0.3311, -0.3749], [0.3748, -0.2893, 0.2165], [-0.0068, 0.1370, -0.1846], [2.4845, 0.9867, 1.1289], [0.2207, 0.4387, 0.1538], [-0.8515, 0.0658, -0.3286], [0.8830, -1.2166, 0.6459], [-0.1006, -0.1731, 0.1764], [-0.3419, -0.7319, -0.2681], [0.8294, -0.2709, 0.6466], [0.1690, 0.6012, -0.3737], [-0.3127, 0.1031, 0.1165], [0.7101, 1.6599, 0.3098], [-0.0902, -0.3418, -0.3645], [1.2895, -0.5198, -0.7202], [1.2826, 0.1740, 2.3771], [-0.6082, -0.0825, -1.2585], [0.4067, 1.8629, -0.3181], [-1.6774, -0.1581, -1.6163], [-0.1540, -1.4369, 0.1902], [-0.5883, -0.5661, -0.2758], [0.8570, -0.1139, 0.7885], [0.5577, 0.6601, 0.4640], [1.2772, 1.7540, -0.9773], [-0.3643, -0.3704, 0.7819], [0.4236, 0.2774, -0.0222], [-0.6901, -0.9853, 1.2849], [-0.4751, -0.6333, -0.2426], [0.3804, 0.4498, 0.0170], [0.2192, -0.1559, -0.7456], [-0.6709, -0.2316, -0.1490], [1.5857, 1.6760, -0.3395], [-0.4815, -0.1106, -0.2579], [0.2905, -0.2702, 1.9592], [-1.5611, -1.3848, -2.0229], [-0.1425, 0.1361, -1.1480], [-0.1948, 0.3987, -0.2769], [-0.0761, -1.2869, 1.2221], [0.8448, 0.5834, 1.0396], [-0.5557, 0.0011, 0.5072], [0.3235, 0.0140, -0.1418], [-1.1746, 0.8143, -0.3825], [1.7935, -0.5560, 0.3117], [-0.2911, 0.4274, -0.0877], [1.4930, -1.0281, 0.2225], [-0.9742, 0.7252, -0.4904], [-0.7354, -0.5704, -0.0836], [-1.8435, -0.7337, 0.7264], [0.2268, -0.4620, -0.0438], [0.0270, -0.2160, -0.7419], [0.5172, 0.3945, 0.6038], [0.5001, 0.3952, 0.1611], [0.0103, 0.0957, -0.4755], [0.7975, 0.4164, -0.1134], [0.0915, 0.0512, -0.3700], [0.1465, -0.6789, -0.0208], [0.3346, -0.6341, 0.0204], [-2.2782, 0.9241, -0.4255], [-0.3940, 0.5111, 0.1662], [1.1093, 1.2190, 0.9178], [0.4160, -1.7696, -0.8198], [-0.0277, 0.3536, 0.1158], [0.5949, -0.0580, 0.1444], [1.0955, 2.6437, 0.1898], [-1.3026, -1.6722, 0.1516], [0.8720, 0.1901, 1.5509], [-0.7121, -1.8531, 0.2789], [-0.4418, -0.4461, 0.2115], [-0.2358, 0.2268, -1.5889], [0.0872, 0.1509, -0.1834], [0.5025, 1.1872, -0.3100], [-0.4490, -0.2112, -2.2618], [0.3447, 0.1558, 0.2189], [2.6091, -0.0286, 3.1125], [1.0776, -0.2460, -0.2154], [-0.5544, 0.2524, -0.0850], [-2.1330, 0.1689, -1.4963], [-0.5560, -0.1279, -0.0691], [-0.9325, 0.0598, 0.3482], [-0.3022, -0.7177, 2.2627], [-0.2351, 0.5661, -1.6190], [0.5610, -0.1149, -0.3301], [1.0255, 0.1204, -0.8347], [-0.1838, 0.1181, 0.2484], [-0.5842, 0.0801, -0.0800], [0.4148, 0.1692, -0.6161], [-0.7672, -0.2040, 0.5894], [-2.3339, -0.2661, -0.5730], [1.1902, 0.2947, 0.5001], [-0.7245, -0.4153, -0.4607], [0.2510, 0.3743, 0.5118], [0.2496, 1.1436, 0.7106], [1.3320, -0.8439, -0.2735], [0.3207, -0.1210, -0.1774], [-0.1689, -0.0509, -0.1521], [0.1859, -2.6840, -0.4280], [0.0081, 1.3106, 0.0304], [-0.1061, -0.3671, -0.7657], [1.3988, -0.8044, 1.3566], [-0.5404, 0.7311, -0.0065], [0.1132, 0.6575, 0.5784], [-0.0654, 0.3827, -0.6198], [-0.9115, 0.2886, -0.1159], [0.6617, -0.9349, -2.0204], [-0.5420, 0.4865, 1.0985], [0.9672, 1.0275, 0.1807], [1.1215, -1.2496, -0.8499], [-0.2782, 0.0846, 0.3653], [-0.3464, -0.6209, 0.0945], [0.2994, 0.4534, 0.4227], [-1.9655, 0.6775, 1.0622], [-0.5635, -0.4536, -0.7245], [1.6753, -0.5419, 0.9887], [-0.5211, 1.1373, -0.6832], [0.5256, -0.4592, 0.2421], [-0.7141, -0.0061, -0.2367], [-0.2555, -0.5772, 0.7991], [-0.0485, 0.8068, -0.4508], [-0.0250, 0.2092, -0.0017], [-1.3129, 2.3230, 3.0816], [0.5059, -0.9135, 0.1558], [-0.1283, -0.8366, -2.9899], [2.0891, -0.3303, 0.8371], [-0.4711, 0.3240, 0.2096], [0.9074, -0.4535, 0.3217], [-1.5667, -0.4836, -1.1681], [0.4060, 0.0881, -0.2107], [0.0772, -0.5852, 1.4099], [0.5990, -0.2370, 0.5924], [-0.8276, 1.3474, -2.6678], [-1.0333, 0.8361, -1.0413], [0.4098, 0.0953, 0.9318], [0.4608, 0.1098, 0.3173], [0.6527, 0.0148, 0.5315], [-0.1232, -1.4855, -0.0406]],
  "lowdin_charge": [-0.08, -0.02, 0.04, -0.07, -0.01, 0.03, -0.06, 0.05, 0.06, -0.05, -0.03, 0.04, -0.07, -0.03, 0.06, -0.10, 0.03, 0.04, -0.02, -0.51, -0.13, -0.17, -0.14, -0.48, -0.08, -0.05, -0.04, -0.03, -0.01, 0.10, 0.09, 0.05, 0.12, 0.10, 0.09, 0.11, 0.09, 0.12, 0.09, 0.10, 0.08, 0.06, 0.09, 0.07, 0.07, 0.09, 0.08, 0.07, -0.69, -0.02, 0.18, 0.18, 0.09, 0.08, 0.08, 0.05, -0.64, -0.03, 0.17, 0.17, 0.10, 0.10, 0.08, 0.06, -0.65, -0.06, 0.21, 0.19, 0.05, 0.06, 0.10, 0.08, -0.64, -0.03, 0.20, 0.17, 0.11, 0.05, 0.14, 0.06, -0.62, -0.06, 0.20, 0.20, 0.07, 0.07, 0.06, 0.07, -0.62, -0.05, 0.21, 0.19, 0.03, 0.05, 0.05, 0.13, -0.60, -0.06, 0.20, 0.17, 0.05, 0.05, 0.11, 0.11, -0.59, -0.03, 0.19, 0.20, 0.10, 0.05, 0.07, 0.10, -0.69, 0.00, 0.19, 0.20, 0.07, 0.09, 0.07, 0.05, -0.62, -0.04, 0.21, 0.15, 0.09, 0.06, 0.11, 0.10, -0.66, -0.01, 0.15, 0.16, 0.11, 0.07, 0.04, 0.09, -0.66, -0.07, 0.20, 0.16, 0.06, 0.06, 0.08, 0.15, -0.72, 0.01, 0.18, 0.17, 0.05, 0.12, 0.09, 0.09, -0.57, -0.08, 0.21, 0.21, 0.04, 0.08, 0.11, 0.08, -0.61, -0.01, 0.18, 0.18, 0.04, 0.07, 0.09, 0.09],
  "e_lumo_ha": 0.01317,
  "total_charge": 0,
  "multiplicity": 1,
  "e_homo_ev": -8.60,
  "gap_ev": 9.0,
  "total_energy_ev": -117621.59380,
  "max_force_ha_per_bohr": 0.0793
}